Entry 1:
19
Properties=species:S:1:pos:R:3:forces:R:3 method="wB97M-V/def2-TZVPD" homo_lumo_gap_ev=9.94 homo_ev=-10.165
C 0.4375 -0.7274 0.4209 -3.4 0.2 -1.6
C -0.6566 -1.4284 0.7240 0.2 -0.1 0.2
C -0.8755 1.3013 -0.1438 1.4 3.4 -0.8
C -2.0660 0.8620 0.1668 1.2 -4.7 0.1
C -3.2909 1.5595 0.3196 0.2 1.1 -1.0
C 0.3536 0.5225 -0.4190 1.6 -1.3 -0.3
C -2.0689 -1.1559 0.4296 0.4 5.3 -1.9
C -2.4452 -1.7394 -0.9255 -1.5 1.4 -1.7
O -4.2563 1.1948 0.8469 -2.0 -1.0 1.4
F -2.5669 -3.0478 -0.8385 0.3 -0.7 -0.1
F -3.6354 -1.2655 -1.4228 0.5 -0.3 1.0
F -1.5851 -1.4302 -1.9276 0.4 -0.3 0.9
Cl -3.3746 3.1480 -0.5122 0.3 0.4 -0.2
Cl -3.2058 -1.6025 1.6121 -0.4 -0.4 0.8
H 1.3534 -1.1631 0.5557 2.2 -0.9 0.6
H -0.6574 -2.4026 1.1318 1.0 -1.0 0.9
H -0.6730 2.4347 -0.3018 -0.9 -1.9 0.3
H 1.3652 0.9939 -0.3007 -1.3 0.6 0.0
H 0.3471 0.2527 -1.5265 -0.1 0.1 1.2

***

Entry 2:
114
Properties=species:S:1:pos:R:3:forces:R:3 method="wB97M-V/def2-TZVPD" homo_lumo_gap_ev=10.14 homo_ev=-12.473 total_charge=+1
C 15.9640 9.7590 51.2910 -2.1 1.1 1.7
C 16.1630 9.4720 52.7780 0.4 0.5 0.3
C 15.7310 8.0470 53.3210 3.2 3.9 4.7
C 14.3140 7.9100 53.4850 -2.9 -0.8 1.5
N 13.7740 6.5000 53.7960 0.4 -2.4 2.3
C 12.2920 6.2760 53.7770 -1.4 1.7 1.7
C 11.7550 6.9530 55.0980 -0.5 0.7 -0.5
C 12.9420 6.8150 56.1210 2.9 6.2 -7.8
C 14.0390 6.1760 55.2720 0.9 -1.4 1.0
C 14.4050 5.4790 52.9380 -0.5 -3.9 -0.7
C 13.9330 5.5720 51.5070 -3.5 -7.4 1.0
C 14.6460 4.5200 50.5960 -3.0 3.6 1.7
H 15.7800 10.8440 51.1600 0.7 -0.6 -0.4
H 15.1190 9.2740 50.8980 -1.9 -0.5 -0.3
H 16.6920 9.2830 50.7400 2.3 -0.3 -1.4
H 15.8180 10.2830 53.4000 -1.2 0.0 0.1
H 17.2090 9.7830 52.8580 0.6 -1.4 0.7
H 16.3470 7.8420 54.3230 -1.5 0.6 -2.0
H 16.1310 7.4300 52.6780 1.8 -3.6 -3.5
H 13.8080 8.0890 52.6100 -1.1 0.8 -2.5
H 13.8420 8.5680 54.2070 0.4 0.1 0.4
H 11.9280 5.2650 53.8980 1.3 -0.8 -0.3
H 11.8490 6.6240 52.8770 -0.2 0.7 -0.7
H 10.8260 6.4350 55.5010 1.4 0.5 -0.8
H 11.4540 8.0110 54.8990 0.4 -0.7 0.2
H 12.6130 6.3760 56.8810 -1.9 -3.8 6.0
H 13.4320 7.7840 56.4070 -1.4 -0.6 -0.1
H 14.0480 5.1150 55.6330 -0.2 0.4 -2.3
H 15.0970 6.4440 55.4280 -0.6 0.6 0.2
H 14.1150 4.2970 53.3140 0.7 3.6 -0.7
H 15.4940 5.5050 52.8890 0.0 0.3 0.8
H 14.0600 6.3610 50.9950 1.1 6.7 -2.8
H 12.7650 5.3630 51.3840 2.5 0.4 0.6
H 15.6240 4.6060 50.6030 5.0 0.8 0.0
H 14.3240 4.4230 49.6310 -1.0 1.2 -3.0
H 14.4630 3.5830 50.7830 -1.1 -5.4 2.5
O 17.4470 11.3130 55.5450 -2.0 -1.5 2.0
H 17.3850 10.3340 55.6640 -0.7 0.8 0.6
H 18.0950 11.2660 54.9090 2.8 0.7 -2.8
O 19.7520 10.5670 50.5280 1.0 2.1 0.7
H 19.5790 9.7360 50.8790 0.0 -2.5 1.6
H 19.2610 10.4790 49.7440 -0.9 0.3 -2.3
O 15.0670 2.4290 47.3690 1.1 -2.4 1.1
H 14.6260 3.1820 47.1130 -2.4 2.8 -0.5
H 15.8290 2.5300 46.8270 1.4 -0.6 -0.5
O 18.8110 12.4540 52.4170 -0.6 2.5 1.6
H 19.6710 12.6390 52.7550 0.7 1.1 0.6
H 19.0100 11.7750 51.8560 0.5 -3.3 -3.1
O 12.1220 7.5540 49.8620 3.2 -2.4 -1.9
H 11.5690 8.2540 50.0610 -1.5 2.5 0.2
H 12.7530 7.8160 49.1110 -1.8 0.1 1.8
O 15.0880 1.7110 56.2350 3.6 -4.7 -2.5
H 15.0320 2.5040 56.5870 0.1 6.3 2.7
H 14.2380 1.4160 56.2060 -3.6 -1.6 -0.3
O 15.2300 4.4570 57.0530 6.0 1.7 -1.9
H 15.6540 5.4000 56.9700 -1.0 -3.0 0.4
H 14.4110 4.6360 57.3670 -4.0 0.7 2.4
O 13.1520 9.8840 48.1050 1.0 0.3 4.5
H 14.0630 10.1350 48.3740 -1.0 -0.2 -0.3
H 13.1500 9.8140 47.2100 0.1 -0.2 -4.2
O 13.1330 4.3550 46.8470 -0.9 -5.1 -4.7
H 13.0960 4.1900 45.7730 0.0 0.6 4.2
H 13.3090 5.2260 46.9290 0.8 4.7 0.5
O 11.3190 3.0790 55.1700 -2.7 1.6 2.9
H 10.3230 2.9270 55.1070 2.8 -0.5 -1.1
H 11.9760 2.8230 54.5320 -0.4 -1.3 -1.6
O 13.8100 10.9260 55.0240 0.2 0.4 -1.2
H 13.7780 11.5220 54.2160 -0.1 -0.8 0.1
H 13.8190 11.6070 55.6820 -0.1 0.5 1.1
O 12.1690 2.2370 48.8980 0.5 3.7 2.0
H 12.7460 2.7940 48.3510 -0.4 -1.2 -0.4
H 11.9220 1.3950 48.6480 -0.1 -2.4 -1.6
O 16.4690 12.9280 53.2590 -0.6 4.1 -6.3
H 16.6110 12.3380 53.8760 0.8 -4.7 5.7
H 17.2700 12.7420 52.6690 -1.3 0.9 1.0
O 11.6770 3.0820 51.6010 -4.5 4.9 2.9
H 10.8810 3.7800 51.7090 2.4 -2.2 0.2
H 11.7560 3.0780 50.7200 0.7 -0.4 -5.9
O 10.6910 5.1440 57.2240 2.6 -4.0 -2.1
H 9.8980 5.4920 57.5780 -1.6 -0.5 0.5
H 10.7860 4.1240 56.8130 -1.2 3.9 1.4
O 14.1280 8.3750 58.3460 4.3 1.4 -3.3
H 13.3570 8.3240 58.7600 -5.1 -0.4 2.9
H 14.7640 7.8950 58.8270 1.0 -1.0 1.1
O 11.0680 10.6300 54.9770 -0.6 1.1 -3.9
H 10.5960 10.5420 55.7370 -1.9 -0.5 3.4
H 11.9250 10.3030 55.0850 2.3 -0.5 0.5
O 13.1440 5.0610 58.5220 -3.6 -1.8 -0.9
H 12.4140 4.9000 57.7610 2.0 0.9 2.6
H 12.6620 4.5400 59.2320 1.2 0.9 -0.9
O 19.7570 10.4120 54.0000 0.9 1.6 -3.5
H 20.3770 11.1180 53.6210 -1.3 -1.8 0.4
H 20.0140 10.4680 54.8720 0.8 -0.3 3.5
O 13.5540 12.5260 52.7650 -0.2 0.7 0.4
H 12.8600 13.2400 53.0290 2.8 -1.4 -0.9
H 14.5410 12.7540 52.5980 -2.2 0.7 0.8
O 15.7170 9.2200 56.2450 -0.3 -1.0 2.1
H 15.2590 9.1190 57.1370 0.7 0.0 -1.6
H 15.4200 10.0840 55.9850 -0.4 0.8 -0.7
O 18.4330 5.3050 54.3310 -1.0 -0.7 2.9
H 18.4240 5.5520 55.4110 -0.3 -1.9 -4.6
H 17.9770 4.4050 54.0790 1.3 2.6 1.7
O 16.5600 6.7910 48.7580 -0.1 6.3 3.2
H 17.2660 6.6450 49.3540 1.0 -0.8 0.8
H 16.4090 6.1060 48.2500 -0.9 -5.6 -3.8
O 9.9230 5.1540 52.3350 2.2 -3.5 5.1
H 9.2610 5.6710 52.0810 -4.3 3.8 -3.1
H 9.5100 5.0180 53.2770 1.8 -0.3 -2.1
O 18.1950 9.1450 48.1460 -1.1 8.4 -0.8
H 17.8100 8.3950 48.3190 -2.4 -7.8 1.3
H 17.2360 9.6090 48.2250 3.5 -0.4 -0.5
O 12.4440 1.6820 53.0660 2.2 -2.9 2.1
H 13.0990 0.9500 53.0140 -0.7 0.7 0.4
H 12.3470 2.0490 52.1760 -0.1 -0.1 0.4

***

Entry 3:
78
Properties=species:S:1:pos:R:3:forces:R:3 method="wB97M-V/def2-TZVPD" homo_lumo_gap_ev=4.98 homo_ev=-3.395 total_charge=-1
Rb 0.7632 2.6147 0.4011 0.8 -0.2 0.7
O 1.8632 4.3251 2.3044 0.0 -0.2 -0.4
C 2.2203 4.2969 3.5219 -1.5 1.2 0.1
C 1.7129 5.3170 4.4410 0.6 -0.7 1.1
C 2.0470 5.2730 5.7956 -0.4 0.6 -0.7
C 2.9263 4.3083 6.2978 -0.3 0.2 1.1
C 3.3385 3.3009 5.4732 -0.8 1.1 -1.1
C 2.9858 3.2636 4.1237 0.8 -0.9 -0.3
C 3.5159 2.1034 3.3873 -0.2 0.0 0.3
N 3.1457 1.7071 2.2257 0.6 -0.5 0.3
N 3.8661 0.5441 1.8558 -0.8 0.6 -0.9
C 3.5904 0.1743 0.6143 0.1 0.2 1.0
O 2.7997 0.7006 -0.2485 0.5 -0.7 0.4
C 4.3264 -1.1297 0.3094 0.1 0.4 0.3
C 4.0982 -1.7241 -0.8851 -1.6 -0.4 -1.2
C 4.5246 -3.0167 -1.1463 0.1 0.9 -0.6
C 5.3847 -3.6389 -0.2827 -0.3 -0.4 -0.3
C 5.7225 -3.0413 0.9187 -0.2 0.5 -0.5
C 5.1771 -1.8081 1.1910 -0.3 0.8 0.4
H 1.0252 6.1048 4.1350 0.2 -0.3 -0.4
H 1.5659 6.0103 6.4594 0.5 -0.3 -0.2
H 3.2055 4.2738 7.3515 -0.2 0.2 -0.2
H 3.8905 2.4990 5.8494 1.0 -1.1 0.6
H 4.2766 1.4972 3.9500 -0.5 0.4 -0.5
H 3.4047 -1.2057 -1.5502 0.3 -0.1 -0.1
H 4.2215 -3.4672 -2.0756 0.1 -0.3 -0.2
H 5.7138 -4.5919 -0.6105 0.6 -0.9 0.2
H 6.4090 -3.4872 1.6031 0.3 -0.3 0.4
H 5.3669 -1.2864 2.1002 0.3 0.1 0.7
Se -4.2856 3.5531 1.4827 -0.3 0.1 -0.3
Se -4.9949 2.0833 -0.1448 -0.1 0.1 0.3
C -3.4760 2.0203 -1.3130 0.0 -0.2 -0.2
C -3.4669 0.9676 -2.2358 1.1 -0.1 -0.3
C -2.2980 0.7684 -2.9849 -0.7 0.0 0.8
C -1.2351 1.6526 -2.8407 0.8 0.2 -0.3
C -1.4007 2.6824 -1.9587 -0.3 1.1 1.3
N -2.4843 2.8683 -1.1617 0.8 -0.1 -0.7
C -2.8397 2.6030 2.2849 1.0 -1.1 0.6
C -2.0602 3.2808 3.2184 -1.1 1.0 0.0
C -0.9522 2.6559 3.7492 0.1 -0.3 0.1
C -0.6393 1.3568 3.3528 1.1 -0.1 -0.5
C -1.4689 0.7599 2.4094 -0.1 -0.6 1.2
N -2.5661 1.3488 1.9584 -0.7 0.3 -1.2
H -4.2774 0.2460 -2.2749 0.0 0.1 -0.1
H -2.2020 -0.1410 -3.5425 0.0 -0.2 -0.5
H -0.2322 1.6176 -3.3144 -1.0 -0.5 0.0
H -0.5753 3.3968 -1.7689 -0.7 -0.3 -0.4
H -2.4232 4.2803 3.5350 0.7 -0.6 -0.1
H -0.3366 3.1734 4.4575 0.3 0.2 0.2
H 0.3136 0.8527 3.6484 -1.0 0.6 -0.1
H -1.3123 -0.2857 2.1124 0.0 0.6 0.0
C -3.1369 -1.5390 0.1573 -0.2 -0.2 -0.2
C -1.7673 -1.6505 -0.3821 0.4 0.1 0.0
N -0.8197 -0.7654 -0.2044 0.3 -0.9 -1.1
C 0.3083 -1.3269 -0.8244 0.4 0.8 1.0
C 0.0374 -2.5726 -1.2946 -0.6 0.7 -0.1
N -1.3266 -2.7706 -1.0497 0.8 1.1 1.1
C -2.2035 -3.7378 -1.5674 -0.8 0.1 0.0
N -2.9658 -3.1495 -2.7081 -1.0 -0.7 -0.1
N -4.3419 -3.2143 -2.6532 0.1 -0.8 0.0
N -4.8563 -3.2371 -3.8158 1.1 0.3 -0.6
C -3.8035 -3.1710 -4.7738 -0.6 0.3 1.2
C -3.8428 -3.1821 -6.1855 0.4 -0.2 1.0
C -2.5910 -3.0925 -6.7646 0.2 0.0 -0.5
C -1.4041 -2.9515 -5.9968 1.1 0.2 -1.3
C -1.3754 -2.9029 -4.6263 0.7 -0.2 -0.2
C -2.6128 -3.0630 -4.0294 -0.3 -0.4 0.1
H -3.2960 -0.4942 0.4035 -0.2 0.0 0.3
H -3.2074 -2.1808 1.0448 -0.3 0.2 0.0
H -3.8855 -1.8567 -0.5753 0.0 0.0 0.2
H 1.2355 -0.7335 -0.7486 -0.2 -0.7 -0.3
H 0.6483 -3.3207 -1.7417 0.3 -0.3 -0.3
H -2.9427 -4.0647 -0.7953 0.4 0.4 -0.8
H -1.6106 -4.6097 -1.8405 -0.2 0.0 -0.5
H -4.7908 -3.3143 -6.7154 0.5 0.2 0.1
H -2.4722 -3.1237 -7.8528 -0.2 0.0 0.4
H -0.4257 -2.8561 -6.5501 -1.2 -0.1 0.6
H -0.4258 -2.7771 -4.0884 -0.6 -0.1 -0.1

***

Entry 4:
68
Properties=species:S:1:pos:R:3:forces:R:3 method="wB97M-V/def2-TZVPD" homo_lumo_gap_ev="6.55 / 6.32" homo_ev="-6.854 / -6.999" s2=2.022 spin_multiplicity=3
V 1.0011 -1.9031 1.0342 -1.9 -2.0 1.2
S 0.9534 -1.3222 3.3692 -0.2 0.6 0.4
S 0.8820 -3.1958 4.1409 -0.2 -0.6 0.0
S -0.7320 -4.0103 3.1082 0.2 0.1 0.6
S -0.0327 -3.8853 1.1801 -0.2 -0.6 -0.4
S 1.8808 -1.4560 -3.3754 -0.2 -0.1 0.3
C 1.3590 -3.0714 -3.1237 0.2 0.2 0.0
C 1.1224 -3.2795 -1.8069 0.0 -0.2 -0.2
N 1.3315 -2.1849 -1.0050 -0.1 0.1 -0.9
C 1.7086 -1.1500 -1.7057 0.2 -0.1 -0.5
H 1.2786 -3.7653 -3.9428 0.0 0.0 0.1
H 0.7826 -4.2060 -1.3693 0.0 0.0 0.0
H 1.8836 -0.1625 -1.3016 -0.1 0.0 0.1
C 2.1916 3.1374 -0.3631 -0.1 -0.1 0.0
C 0.8353 2.7939 0.2457 0.1 0.2 0.1
C -0.1298 3.9681 0.0930 0.0 -0.2 -0.1
C 0.9932 2.4232 1.7197 -0.1 -0.1 -0.1
O 0.3347 1.6850 -0.5094 0.0 0.1 -0.1
Si -0.8014 0.5652 -0.1336 0.1 -0.4 0.0
O -0.1171 -0.6396 0.6903 -1.5 2.8 -0.5
O -1.2333 -0.1457 -1.5406 -0.2 0.2 -0.2
C -1.9735 0.3410 -2.6688 -0.2 0.0 -0.1
C -1.2070 1.4699 -3.3573 0.0 -0.1 0.2
C -2.1396 -0.8524 -3.6049 0.0 0.1 0.1
C -3.3521 0.8389 -2.2330 0.2 -0.1 0.1
O -2.0090 1.2926 0.6758 0.2 0.1 -0.1
C -2.9500 0.7801 1.6384 -0.3 -0.1 0.2
C -2.3255 0.8251 3.0292 0.1 0.0 -0.2
C -3.3555 -0.6532 1.2979 0.2 0.1 -0.1
C -4.1578 1.7072 1.5677 0.1 0.0 -0.1
H 2.5848 4.0541 0.0777 0.0 0.0 0.0
H 2.0915 3.2772 -1.4403 0.0 0.0 0.0
H 2.9085 2.3311 -0.1838 0.0 0.0 0.0
H 0.1945 4.8184 0.6946 0.0 0.0 0.0
H -1.1236 3.6586 0.4160 0.0 0.1 0.0
H -0.1824 4.2755 -0.9533 0.0 0.0 0.0
H 1.5408 3.2007 2.2526 0.0 0.0 0.0
H 1.5332 1.4795 1.8238 0.1 0.0 0.0
H 0.0157 2.2945 2.1855 0.0 0.0 0.0
H -0.2100 1.1303 -3.6404 0.0 0.0 0.0
H -1.0926 2.3105 -2.6725 0.0 0.1 -0.1
H -1.7386 1.8010 -4.2501 0.0 0.0 0.0
H -1.1780 -1.1597 -4.0172 0.0 0.0 0.0
H -2.8120 -0.6000 -4.4261 0.0 0.0 0.0
H -2.5572 -1.6917 -3.0474 0.0 0.0 0.0
H -3.2513 1.6145 -1.4735 -0.1 0.0 0.0
H -3.9331 0.0137 -1.8181 0.0 0.0 0.0
H -3.8904 1.2475 -3.0891 0.0 0.0 0.0
H -1.4185 0.2210 3.0488 0.0 0.0 0.1
H -3.0245 0.4222 3.7629 0.0 0.0 0.0
H -2.0782 1.8513 3.3107 0.0 0.0 0.0
H -2.4892 -1.3136 1.3622 0.0 -0.1 0.0
H -3.7625 -0.7073 0.2861 0.0 0.0 0.1
H -4.1110 -1.0018 2.0015 0.0 0.0 0.0
H -3.8547 2.7355 1.7718 0.0 0.0 0.0
H -4.9049 1.4105 2.3046 0.0 0.0 0.0
H -4.6106 1.6693 0.5750 0.0 0.0 0.0
I 5.7654 -5.2880 1.5505 -0.2 0.3 0.0
C 4.8597 -3.4076 1.3604 0.5 -0.2 0.0
C 5.6371 -2.2721 1.1967 -0.3 0.0 0.0
C 4.9761 -1.0603 1.0407 0.2 0.0 0.0
C 3.6011 -1.0373 1.0568 -0.1 0.0 0.1
N 2.8519 -2.1429 1.2189 3.9 -0.3 0.1
C 3.4813 -3.3174 1.3751 -0.1 0.0 0.0
H 6.7162 -2.3240 1.1992 0.0 0.0 0.0
H 5.5315 -0.1420 0.9125 0.0 0.0 0.0
H 3.0527 -0.1046 0.9650 0.0 0.0 0.0
H 2.8595 -4.1910 1.5134 -0.1 0.1 0.0

***

The calculation returns the following energy relative to the best compared isomer or geometry (same formula, charge and spin) values, one per record and in order: 0.00 80.86 4.17 29.34 kcal/mol.